a:
A cluster of 2 separate species, C3H9NO2S in total, computed with the ωB97M-V functional and the def2-TZVPD basis.

The geometry in XYZ format:
```
16
Properties=species:S:1:pos:R:3
H 0.16958 -0.80888 -0.70132
C 1.52381 0.66429 0.15984
C -1.06893 0.35473 0.46876
O -2.06182 -0.11842 -0.41234
H -0.16533 -1.53276 1.81418
O -1.53919 -0.50883 -2.82998
H -0.75289 0.04652 -2.95198
H -1.78371 -0.31566 -1.78994
H -1.36908 0.06804 1.49949
H -0.96304 1.44516 0.40696
S 1.64257 2.06813 1.39402
C 0.33307 -0.28695 0.23655
H 1.33737 -0.96472 1.90993
N 0.64900 -1.31499 1.24816
H 2.43252 0.10137 0.38452
H 1.61606 1.10298 -0.83687
```

## Properties
total charge	-2
frontier orbital gap	0.2044	Eh
highest occupied orbital energy	0.0227	Eh
LUMO energy	6.1791	eV


b:
A cluster of 2 separate species, C3H9NO2S in total, computed with the ωB97M-V functional and the def2-TZVPD basis.

The geometry in XYZ format:
```
16
Properties=species:S:1:pos:R:3
H 1.45158 2.21972 1.74917
C -0.29387 1.23058 0.27473
H -1.50264 -1.22278 -0.05698
N 0.18816 -0.18759 -0.17811
O 2.15644 2.73693 2.39894
H -1.21766 0.81750 0.76154
H 1.59372 3.32148 2.85726
C -0.73025 -0.98776 -0.83936
C -0.23264 -2.38116 -1.23239
H -1.15910 -0.46173 -1.74122
O 0.27943 2.35297 0.76428
H -0.69201 1.66705 -0.74687
H 0.99582 -0.51081 0.24542
S -1.62614 -3.51467 -1.81236
H 0.42959 -2.20196 -2.03850
H 0.35957 -2.87776 -0.40557
```

## Properties
total charge	-2
frontier orbital gap	0.2159	Eh
highest occupied orbital energy	0.0053	Eh
LUMO energy	6.0201	eV


c:
A cluster of 2 separate species, C3H9NO2S in total, computed with the ωB97M-V functional and the def2-TZVPD basis.

The geometry in XYZ format:
```
16
Properties=species:S:1:pos:R:3
C 1.93798 0.13541 -0.31181
H 2.78463 -0.49810 0.05824
C -0.56442 0.22110 0.00512
O -1.70982 -0.61809 0.24107
H 1.82647 0.59218 1.89664
H -3.21294 -0.40120 -1.98197
H 0.21548 0.40641 2.27604
O -4.10083 -0.73827 -2.14011
N 1.03542 -0.04260 1.89296
H 1.80498 -0.20252 -1.38519
H -2.31662 -0.62459 -0.51503
H -0.57984 0.46666 -1.07115
H -0.74777 1.21326 0.44275
C 0.75906 -0.38230 0.50881
H 0.52524 -1.44678 0.31265
S 2.34298 1.91943 -0.22901
```

## Properties
total charge	-2
frontier orbital gap	0.2244	Eh
highest occupied orbital energy	-0.0120	Eh
LUMO energy	5.7774	eV


Most stable: a. Least stable: b.


a:
The molecule CH2N2OS2, computed with the ωB97M-V functional and the def2-TZVPD basis.

The geometry in XYZ format:
```
8
Properties=species:S:1:pos:R:3
H -1.96580 1.71870 0.23689
N 1.60338 0.18102 0.09915
S -2.11574 -0.92257 0.01039
N 0.50150 -0.61049 0.00141
C -0.75368 -0.04249 0.05268
S -0.69817 1.70524 0.07526
H 0.83140 -1.51891 -0.47623
O 2.59712 -0.51051 0.00045
```

## Properties
SMILES	O=NNC(=S)S
total charge	0
frontier orbital gap	0.3071	Eh
highest occupied orbital energy	-0.3435	Eh
LUMO energy	-0.9916	eV


b:
The molecule CH2N2OS2, computed with the ωB97M-V functional and the def2-TZVPD basis.

The geometry in XYZ format:
```
8
Properties=species:S:1:pos:R:3
H 0.37729 -1.19839 -0.79923
C 0.25537 -0.15912 -0.31493
S 1.40839 2.01716 0.56123
N 1.31789 0.47074 -0.02173
H 2.24394 0.16435 -0.39705
N -0.90572 0.38345 0.06383
O -2.35482 -1.57863 0.59809
S -2.34234 -0.09956 0.30979
```

## Properties
total charge	0
frontier orbital gap (alpha / beta)	0.2636 / 0.2157	Eh
highest occupied orbital energy (alpha / beta)	-0.3195 / -0.2921	Eh
LUMO energy (alpha / beta)	-1.5207 / -2.0804	eV


Most stable: b. Least stable: a.


a:
The molecule C9H7N3O, computed with the ωB97M-V functional and the def2-TZVPD basis.

The geometry in XYZ format:
```
20
Properties=species:S:1:pos:R:3
N 1.30237 1.66078 0.64688
H -1.42145 1.06016 2.23752
H 0.47799 -1.91321 -2.64171
C -0.52649 0.09357 0.14830
H -0.56717 -3.18500 -0.74142
C 0.38173 -0.99713 -1.95745
C -0.51585 -2.21711 -0.11037
H -0.93754 -3.29429 1.69524
C 0.25399 2.02401 -1.26691
H 2.44604 3.23137 0.77096
O 0.79756 0.06513 -2.47280
H -0.37623 1.88553 -1.99982
C 1.80291 2.73076 -0.01129
H -1.37391 -1.16316 3.22681
C -0.94677 0.21635 1.42252
N 1.12043 2.99779 -1.24886
N 0.33743 1.16801 -0.23891
C -0.13544 -1.05675 -0.71873
C -1.19307 -1.07258 2.00471
C -0.92652 -2.23424 1.25532
```

## Properties
SMILES	O=Cc1ccccc1-n1cncn1
total charge	0
frontier orbital gap	0.2938	Eh
highest occupied orbital energy	-0.3301	Eh
LUMO energy	-0.9879	eV


b:
The molecule C9H7N3O, computed with the ωB97M-V functional and the def2-TZVPD basis.

The geometry in XYZ format:
```
20
Properties=species:S:1:pos:R:3
H 1.33678 -3.40651 0.26738
N -1.23299 -0.07393 2.03193
C 0.79336 -2.40503 0.07467
C -0.61369 -0.67008 0.94668
N -3.15684 2.72888 -2.96979
H 0.36200 0.24399 -2.09743
C 0.02590 -1.96425 1.09123
O -1.22770 -0.58145 3.16397
C -0.38688 0.08485 -0.19163
C -1.10793 2.52014 0.35612
N -1.06193 1.28942 -0.47251
H -1.54415 2.35821 1.36591
C 0.41220 -0.42983 -1.20099
H -1.76660 3.31842 -0.16378
H -0.15453 3.10204 0.60511
C -1.77356 1.17005 -1.55435
C -2.51739 2.10629 -2.19668
C 1.00216 -1.65378 -1.09794
H 1.79675 -2.03558 -1.76802
H -0.18134 -2.70225 1.88743
```

## Properties
total charge	0
frontier orbital gap	0.2660	Eh
highest occupied orbital energy	-0.3225	Eh
LUMO energy	-1.5371	eV


Most stable: a. Least stable: b.


a:
The molecule C4H12N2S, computed with the ωB97M-V functional and the def2-TZVPD basis.

The geometry in XYZ format:
```
19
Properties=species:S:1:pos:R:3
H 3.02875 -1.76313 -1.38890
C -0.11927 0.41175 1.37000
H 0.86443 0.60884 1.80902
H -1.79297 1.17428 -0.57295
H 0.08393 -1.77296 -0.18050
H 2.05662 -2.93470 -2.22849
H 2.66715 -1.53927 -3.14175
C 2.27305 -1.86963 -2.18888
C 0.75037 -0.96382 -0.49121
S -1.34058 1.57164 2.00737
N 1.06358 -1.09868 -1.89544
C 0.03013 0.34576 -0.16484
H 1.66244 -0.98539 0.11416
H -1.73115 -0.42987 -0.79307
H -2.39839 0.74980 1.97808
N -1.19598 0.43526 -0.94056
H 0.69740 1.15970 -0.47008
H 1.13416 -0.21459 -2.37552
H -0.42089 -0.56882 1.74773
```

## Properties
SMILES	CNC[C@@H](N)CS
total charge	0
frontier orbital gap	0.3484	Eh
highest occupied orbital energy	-0.3176	Eh
LUMO energy	0.8378	eV


b:
The molecule C4H12N2S, computed with the ωB97M-V functional and the def2-TZVPD basis.

The geometry in XYZ format:
```
19
Properties=species:S:1:pos:R:3
N -0.15941 0.02293 -0.56874
H 0.17003 -2.60770 -0.55465
C -1.41986 2.01378 0.20851
H 1.00415 -0.66348 -2.05386
H 0.15145 1.08296 1.17965
H 0.51404 -1.47035 1.54147
H 1.92681 -0.11099 -0.61117
H -1.25665 2.79474 0.93575
H -1.73490 2.50115 -0.69813
H 2.09531 -1.98016 1.52701
S -2.72664 0.92171 0.89532
C 1.06385 -0.68791 -0.97246
H 0.72454 1.93065 -0.26691
H 1.97640 -2.61345 -0.75183
H -3.70315 1.75251 0.62653
N 1.18553 -2.07771 1.09563
C 1.10834 -2.08341 -0.34071
C -0.08601 1.26370 0.12632
H -0.83382 0.01103 -1.31773
```

## Properties
SMILES	NCCNCCS
total charge	0
frontier orbital gap	0.3404	Eh
highest occupied orbital energy	-0.3063	Eh
LUMO energy	0.9289	eV


c:
A cluster of 2 separate species, C4H12N2S in total, computed with the ωB97M-V functional and the def2-TZVPD basis.

The geometry in XYZ format:
```
19
Properties=species:S:1:pos:R:3
C 1.26616 -0.79533 -0.96530
N -1.07370 -0.15736 -0.53735
H 0.00964 0.34183 -2.27333
C 1.44099 -0.92580 0.55294
H -1.27032 1.83984 0.57100
H -2.65063 -0.48493 1.68183
H -0.57095 0.45867 1.46050
N -2.68352 0.38163 1.15782
C 0.20103 0.20779 -1.19803
H 0.54757 -1.28195 1.11605
H 2.91736 0.40474 -1.33066
H 2.24504 -0.12892 -1.22572
H 1.25263 -1.75206 -1.48093
C -1.32245 0.73935 0.71159
H -1.79292 0.14638 -1.15055
H -3.17159 1.07525 1.74571
H 2.19939 -1.73946 0.61800
H 0.53195 1.13759 -0.70009
S 1.92430 0.53274 1.24649
```

## Properties
total charge	0
frontier orbital gap	0.2180	Eh
highest occupied orbital energy	-0.2888	Eh
LUMO energy	-1.9264	eV


Most stable: a. Least stable: c.


a:
A cluster of 2 separate species, C4H12N2S in total, computed with the ωB97M-V functional and the def2-TZVPD basis.

The geometry in XYZ format:
```
19
Properties=species:S:1:pos:R:3
H -0.53282 -0.05251 2.71975
C -0.28698 0.61617 0.64927
C -0.03745 0.73271 2.15006
N 0.14714 -0.73107 0.23714
N 0.36603 -2.56170 -1.15427
H -1.37683 0.75033 0.47881
C -0.21184 -1.21594 -1.08443
H 1.38307 -2.48364 -1.09591
H -0.22475 -1.38675 0.91837
H -1.32031 0.84183 -2.18064
H 0.21217 -2.91708 -2.10004
H 0.22447 -0.58933 -1.83697
C 0.47602 1.74434 -0.06290
H 1.02060 0.61545 2.39993
H 0.22742 2.67707 0.42767
H -1.30892 -1.28238 -1.17623
H 1.54874 1.56600 -0.00602
S 0.08356 1.98702 -1.82680
H -0.38930 1.68948 2.54321
```

## Properties
total charge	0
frontier orbital gap	0.3157	Eh
highest occupied orbital energy	-0.3209	Eh
LUMO energy	-0.1410	eV


b:
The molecule C4H12N2S, computed with the ωB97M-V functional and the def2-TZVPD basis.

The geometry in XYZ format:
```
19
Properties=species:S:1:pos:R:3
N -1.34905 1.57273 -0.32750
S -1.36492 0.02533 -0.02989
H 1.17755 1.76028 0.60435
H 0.28169 1.34057 -1.27525
H 1.01873 -1.77137 1.39304
H 2.03181 0.80384 -1.14701
C 0.97930 0.86695 1.22822
H 1.83837 -1.83099 -0.09925
H 0.84559 -0.38823 -1.97384
H -2.28097 1.94177 -0.54951
H 0.06537 -2.34680 0.01201
H 1.90576 0.45792 1.65902
C 0.86058 -1.59383 0.37691
H 0.26399 1.04415 2.01642
H -3.18973 -0.55420 -1.40717
C 0.97832 0.43873 -1.17421
H -1.73697 -0.28334 1.30059
C 0.53681 -0.15908 0.12702
N -2.86225 -1.32442 -0.73395
```

## Properties
SMILES	CC(C)(C)[SH](=N)=N
total charge	0
frontier orbital gap (alpha / beta)	0.3110 / 0.3110	Eh
highest occupied orbital energy (alpha / beta)	-0.3112 / -0.3112	Eh
LUMO energy (alpha / beta)	-0.0045 / -0.0055	eV


Most stable: a. Least stable: b.


a:
A cluster of 2 separate species, C4H12N2S in total, computed with the ωB97M-V functional and the def2-TZVPD basis.

The geometry in XYZ format:
```
19
Properties=species:S:1:pos:R:3
H 1.62420 -0.74627 0.22361
C -0.59080 0.92488 1.84701
H 0.33000 -2.32214 -1.28451
H -2.92697 0.17139 2.25007
H -1.07950 0.38734 0.96739
C -2.23289 -0.36492 2.92534
H -0.58188 -0.93999 -0.76019
H 2.40746 -0.67392 -1.35005
H -1.17583 1.77644 2.19166
S 1.14694 1.30483 -0.99464
C 0.26573 -1.23403 -1.40821
H 0.47355 1.05914 1.75268
H 0.63930 -1.46411 -3.36635
C 1.46940 -0.46833 -0.82711
N -0.03733 -0.96611 -2.80142
N -0.89044 -0.35244 2.42123
H -2.66258 -1.36278 3.03908
H -2.32536 0.14110 3.90030
H 0.02918 0.02942 -2.97968
```

## Properties
total charge	0
frontier orbital gap	0.1525	Eh
highest occupied orbital energy	-0.2669	Eh
LUMO energy	-3.1115	eV


b:
The molecule C4H12N2S, computed with the ωB97M-V functional and the def2-TZVPD basis.

The geometry in XYZ format:
```
19
Properties=species:S:1:pos:R:3
H -0.07437 0.88633 1.37634
H -0.30449 -2.65996 0.64781
N 0.32173 -2.43575 -0.10616
H 2.04544 -1.27369 -0.25418
S -2.17333 0.16036 0.97911
C 2.16277 1.50579 -0.45922
C 0.22975 0.02882 -0.63626
H 2.75936 2.21676 -1.03996
H -2.66656 -0.45379 -0.12194
H -0.78927 1.86109 0.06404
H -0.02558 -2.49229 -1.05569
H 1.07401 -0.97733 1.21405
C -0.55736 0.85522 0.39748
H 1.67540 0.52490 -2.11824
H -0.40556 -0.42702 -1.39551
C 0.98940 -1.12952 0.09928
N 1.17616 0.90920 -1.32634
H 1.85644 2.05140 0.45295
H 2.89493 0.83832 0.05097
```

## Properties
SMILES	CN[C@@H](CN)CS
total charge	0
frontier orbital gap	0.3432	Eh
highest occupied orbital energy	-0.3099	Eh
LUMO energy	0.9061	eV


c:
A structure of composition C4H12N2S, computed with the ωB97M-V functional and the def2-TZVPD basis.

The geometry in XYZ format:
```
19
Properties=species:S:1:pos:R:3
H -1.56642 1.50598 -1.59126
H 0.62338 -1.73331 0.52813
H -2.05850 -1.13838 -0.32047
S 0.50267 1.26231 0.90354
H -3.07300 0.73705 -3.18863
H 2.21383 -1.93143 -0.10445
H 2.12999 -2.46765 2.36127
C 1.58035 0.11098 -0.01640
H -0.75678 0.31465 0.27344
N -2.83598 0.10203 -2.42757
H 1.61689 -0.77961 2.64356
C 2.18747 -1.41071 1.97363
H 1.25196 0.12108 -1.06439
C 1.62886 -1.31438 0.55154
C -1.98733 0.49780 -1.44641
H -3.32070 -0.81650 -2.43256
N -1.64850 -0.20996 -0.41410
H 2.59936 0.54140 -0.01964
H 3.23251 -1.09682 1.97597
```

## Properties
total charge	0
frontier orbital gap	0.2647	Eh
highest occupied orbital energy	-0.2565	Eh
LUMO energy	0.2228	eV


d:
A cluster of 2 separate species, C4H12N2S in total, computed with the ωB97M-V functional and the def2-TZVPD basis.

The geometry in XYZ format:
```
19
Properties=species:S:1:pos:R:3
H 2.17292 1.45076 1.94748
H -2.16800 -2.59638 -1.81338
H -0.90999 -0.73691 1.59776
H 1.80245 -0.05197 1.32837
S 1.35779 -0.79272 -1.44476
N 1.51807 0.91891 1.39202
H -0.01673 -0.50849 -0.67536
N -1.45756 -1.35432 -0.35957
H 1.75276 2.57978 0.15223
C -1.76285 -0.66684 0.91355
H 2.98802 0.91655 -1.05555
H -3.34993 -2.32337 -0.47234
H 0.20456 1.80295 0.10488
H -1.87421 0.40496 0.74687
H 1.56886 1.56608 -1.94657
C 1.89287 0.92392 -1.12104
H -2.66586 -1.01533 1.44672
C -2.33954 -2.10154 -0.85374
C 1.28638 1.58397 0.11242
```

## Properties
SMILES	C=NC.NCCS
total charge	0
frontier orbital gap	0.3372	Eh
highest occupied orbital energy	-0.3012	Eh
LUMO energy	0.9797	eV


Most stable: c. Least stable: a.